Entry 1:
This record from OMol25 describes C47H37GeN6O4V as an isolated structure at a distorted geometry. The level of theory is ωB97M-V/def2-TZVPD.

Its expectation value of S² is 3.767. Its calculated total energy is -148669.7780 eV. Its LUMO energy (alpha / beta) is -3.48 / -4.44 eV. The energy above the lowest of the compared OMol25 structures with the same formula, charge and spin is 50.6 kcal/mol. The spin multiplicity is 4. For the HOMO energy (alpha / beta), the calculation gives -9.94 / -9.93 eV. As for the total charge: +1.

Each line ends with the Löwdin spin population.
Element x y z (Å)
V 0.50 -1.20 1.54  2.294
O 2.83 -4.37 -4.10  0.003
C 2.15 -4.96 -3.25  0.002
O 1.53 -6.03 -3.26  0.002
C 1.89 -4.12 -1.99  0.026
C 2.52 -2.89 -1.81  -0.002
C 2.18 -2.11 -0.73  0.017
N 1.22 -2.48 0.13  0.001
C 0.71 -3.72 0.05  0.016
C 1.02 -4.56 -0.99  -0.001
C -0.06 -4.07 1.26  0.013
C -0.69 -5.29 1.46  0.000
C -1.30 -5.52 2.68  0.014
C -1.26 -4.55 3.67  -0.001
C -0.64 -3.35 3.38  0.013
N -0.05 -3.11 2.20  -0.004
C 2.87 -0.87 -0.31  0.007
C 3.92 -0.31 -1.00  0.002
C 4.62 0.74 -0.42  0.005
C 4.23 1.19 0.83  0.001
C 3.14 0.61 1.44  0.005
N 2.46 -0.40 0.89  0.002
H 3.25 -2.61 -2.55  0.000
H 0.62 -5.56 -1.09  0.000
H -0.68 -6.03 0.68  0.000
H -1.80 -6.47 2.87  0.001
H -1.72 -4.70 4.64  0.000
H -0.60 -2.56 4.11  0.001
H 4.21 -0.71 -1.97  0.000
H 5.46 1.18 -0.94  0.000
H 4.76 1.99 1.32  0.000
H 2.79 0.95 2.41  0.000
C 1.31 0.88 5.20  0.002
C 0.41 0.33 4.14  0.020
O 0.97 -0.35 3.23  0.016
C -1.00 0.56 4.13  0.007
C -1.59 1.40 5.11  0.005
C -2.94 1.60 5.16  0.004
C -3.75 0.91 4.23  0.005
C -3.22 0.09 3.27  0.002
C -1.83 -0.08 3.17  0.010
O -1.36 -0.82 2.20  0.077
H 2.28 0.39 5.14  0.000
H 0.89 0.73 6.19  0.000
H 1.44 1.95 5.05  0.001
H -0.95 1.91 5.82  0.000
H -3.37 2.25 5.90  0.000
H -4.83 1.04 4.28  0.000
H -3.85 -0.42 2.56  0.000
Ge -1.45 -1.03 -0.39  0.221
C -0.65 -1.24 -2.13  0.056
C 0.17 -0.29 -2.74  0.007
C 0.67 -0.51 -4.02  0.001
C 0.35 -1.68 -4.70  0.007
C -0.48 -2.62 -4.11  0.003
C -0.97 -2.41 -2.83  0.021
C -2.86 0.26 -0.47  0.012
C -2.74 1.50 -1.10  0.006
C -3.84 2.33 -1.24  -0.001
C -5.08 1.93 -0.76  0.008
C -5.22 0.69 -0.15  -0.001
C -4.12 -0.14 -0.01  0.010
H -2.10 -2.36 0.01  0.033
H 0.40 0.64 -2.24  0.000
H 1.30 0.23 -4.49  0.000
H 0.78 -1.88 -5.67  0.000
H -0.71 -3.54 -4.63  0.000
H -1.61 -3.16 -2.37  0.003
H -1.78 1.82 -1.50  0.000
H -3.73 3.29 -1.74  0.000
H -5.94 2.58 -0.88  0.001
H -6.20 0.37 0.20  0.000
H -4.25 -1.11 0.45  0.001
C -0.54 3.42 1.47  0.001
C -0.72 2.08 1.19  0.003
N 0.09 1.37 0.40  0.040
C 1.06 2.05 -0.23  0.003
C 1.31 3.40 -0.06  0.001
C 0.52 4.08 0.85  -0.001
C 2.42 4.07 -0.78  0.000
C 2.60 4.21 -2.08  0.000
C 1.69 3.89 -3.21  0.000
C 2.08 4.24 -4.49  0.000
C 1.19 3.99 -5.52  0.000
N -0.01 3.47 -5.30  0.000
C -0.29 3.17 -4.03  0.000
N 0.50 3.34 -2.97  0.000
H -1.21 3.93 2.14  0.000
H -1.57 1.56 1.61  0.000
H 1.70 1.48 -0.89  0.000
H 0.69 5.14 1.05  0.000
H 3.16 4.54 -0.14  0.000
H 3.51 4.73 -2.39  0.000
H 3.04 4.70 -4.68  0.000
H 1.44 4.24 -6.54  0.000
H -1.27 2.75 -3.84  0.000

Entry 2:
This record from OMol25 describes C2H6INOS as an isolated structure at a distorted geometry. The level of theory is ωB97M-V/def2-TZVPD.

Its calculated total energy is -24640.9090 eV. Its LUMO energy is -0.25 eV. The energy above the lowest of the compared OMol25 structures with the same formula, charge and spin is 48.4 kcal/mol. For the HOMO energy, the calculation gives -8.84 eV.

Each line ends with the Mulliken charge.
Element x y z (Å)
C -0.36 -1.53 -0.45  -1.266
C 0.67 -0.70 0.30  -0.188
N 0.44 0.67 0.02  -0.324
O -0.81 1.13 0.51  -0.182
S -1.53 2.40 -0.43  -0.026
I 2.08 1.78 0.66  0.091
H 0.02 -1.65 -1.39  0.316
H -0.59 -2.50 -0.10  0.387
H -1.32 -1.07 -0.37  0.328
H 0.40 -0.99 1.38  0.315
H 1.60 -0.93 -0.11  0.420
H -0.60 3.39 -0.02  0.130

Entry 3:
This record from OMol25 describes C14H36FIN2O10P2S as an isolated structure at a distorted geometry. The level of theory is ωB97M-V/def2-TZVPD.

Its calculated total energy is -78790.3386 eV. Its LUMO energy is -1.15 eV. For the HOMO energy, the calculation gives -9.94 eV.

Each line ends with the Mulliken charge.
Element x y z (Å)
C -6.58 -3.16 0.84  -0.800
N -6.07 -4.15 -0.10  -0.283
C -4.96 -3.71 -0.88  -0.598
N -5.35 -2.59 -1.81  -0.369
I -6.18 -3.24 -3.56  0.221
S -4.15 -1.50 -2.06  1.172
O -4.62 -0.46 -2.90  -0.574
O -2.93 -2.11 -2.45  -0.493
F -3.97 -0.94 -0.62  -0.179
H -7.63 -3.33 1.07  0.360
H -6.49 -2.12 0.48  0.269
H -6.02 -3.22 1.78  0.239
H -6.80 -4.57 -0.66  0.268
H -4.52 -4.54 -1.43  0.329
H -4.20 -3.34 -0.19  0.437
O 4.05 -3.16 0.98  -0.817
P 2.71 -2.84 0.45  0.823
O 2.19 -4.13 -0.37  -0.269
C 1.92 -5.35 0.35  -0.407
C 0.67 -5.26 1.20  -0.887
O 3.04 -1.83 -0.78  -0.188
C 4.34 -1.29 -1.00  -0.307
C 5.08 -2.09 -2.05  -1.244
O 1.32 -2.16 0.81  -0.182
C 0.58 -1.27 -0.04  0.116
C 0.01 -1.93 -1.27  -0.983
H 2.79 -5.61 0.96  0.319
H 1.81 -6.13 -0.41  0.315
H 0.79 -4.54 2.01  0.246
H 0.43 -6.23 1.63  0.414
H -0.18 -4.93 0.59  0.159
H 4.91 -1.22 -0.07  0.394
H 4.19 -0.26 -1.35  0.308
H 5.16 -3.13 -1.76  0.277
H 6.09 -1.69 -2.20  0.398
H 4.55 -2.05 -3.00  0.293
H 1.17 -0.39 -0.29  0.073
H -0.25 -0.91 0.57  0.365
H 0.79 -2.25 -1.96  0.256
H -0.64 -1.23 -1.80  0.428
H -0.57 -2.81 -1.01  0.098
O 2.66 4.95 2.31  -0.816
P 1.77 4.89 1.14  0.804
O 0.29 5.31 1.63  -0.293
C 0.06 6.65 2.08  -0.361
C 0.08 7.66 0.95  -0.948
O 1.56 3.29 0.93  -0.156
C 2.32 2.31 1.63  -0.020
C 1.54 1.79 2.81  -1.125
O 1.66 5.24 -0.40  -0.289
C 1.13 4.38 -1.43  -0.115
C -0.35 4.14 -1.30  -0.935
H 0.80 6.91 2.84  0.319
H -0.91 6.65 2.56  0.303
H 1.07 7.74 0.50  0.268
H -0.21 8.65 1.31  0.403
H -0.61 7.36 0.16  0.197
H 3.30 2.70 1.92  0.405
H 2.50 1.49 0.93  0.011
H 1.26 2.60 3.49  0.349
H 2.13 1.06 3.37  0.399
H 0.62 1.32 2.48  0.222
H 1.69 3.45 -1.48  0.192
H 1.33 4.91 -2.36  0.345
H -0.59 3.56 -0.41  0.227
H -0.70 3.59 -2.17  0.406
H -0.90 5.08 -1.24  0.211

Entry 4:
This record from OMol25 describes the molecule C10H12FNO2 at a distorted geometry. The level of theory is ωB97M-V/def2-TZVPD.

Its calculated total energy is -18863.0893 eV. Its LUMO energy is -0.27 eV. The energy above the lowest of the compared OMol25 structures with the same formula, charge and spin is 76.4 kcal/mol. The SMILES is C[C@@H]([N+](=O)[O-])[C@@](C)(F)c1ccccc1. For the HOMO energy, the calculation gives -9.61 eV.

Each line ends with the Mulliken charge.
Element x y z (Å)
C 1.20 -0.93 1.68  -1.258
C 1.76 0.09 0.73  -0.195
N 3.08 -0.14 0.26  1.081
O 3.72 0.78 -0.31  -0.600
O 3.58 -1.28 0.32  -0.577
C 0.74 0.09 -0.77  0.922
C 1.15 1.40 -1.54  -1.411
F 1.18 -0.95 -1.56  -0.386
C -0.66 -0.07 -0.41  0.105
C -1.28 0.87 0.45  -0.284
C -2.64 0.80 0.76  -0.606
C -3.44 -0.30 0.28  -0.362
C -2.81 -1.25 -0.50  -0.552
C -1.46 -1.11 -0.94  -0.273
H 0.16 -0.58 1.84  0.326
H 1.83 -0.99 2.60  0.410
H 1.25 -1.87 1.12  0.340
H 1.56 1.11 1.04  0.500
H 0.95 2.27 -0.96  0.349
H 0.45 1.56 -2.40  0.429
H 2.22 1.32 -1.96  0.338
H -0.73 1.77 0.70  0.239
H -2.94 1.52 1.50  0.377
H -4.47 -0.26 0.60  0.384
H -3.50 -1.95 -1.15  0.237
H -0.93 -1.91 -1.38  0.465

Entry 5:
This record from OMol25 describes C33H48N9OS2Sc as an isolated structure at a distorted geometry. The level of theory is ωB97M-V/def2-TZVPD.

Its calculated total energy is -92832.9825 eV. Its LUMO energy is -0.13 eV. The energy above the lowest of the compared OMol25 structures with the same formula, charge and spin is 9.3 kcal/mol. For the HOMO energy, the calculation gives -7.12 eV.

Each line ends with the Mulliken charge.
Element x y z (Å)
Sc 0.16 0.18 -0.27  -0.437
C 2.29 5.63 -1.61  -0.718
S 1.99 4.27 -2.78  -0.120
C 1.03 3.08 -1.90  0.849
S 0.66 1.67 -2.74  -0.607
N 0.63 3.43 -0.70  -1.780
N 0.05 2.51 0.09  1.862
C -0.54 3.01 1.12  -1.643
C -1.12 2.16 2.13  1.434
C -1.71 2.75 3.26  -1.178
C -2.26 1.95 4.24  -0.556
C -2.20 0.57 4.07  -1.029
C -1.60 0.07 2.93  -0.072
N -1.08 0.82 1.97  0.799
H 2.06 6.56 -2.11  0.353
H 1.63 5.47 -0.76  0.179
H 3.33 5.61 -1.29  0.270
H -0.58 4.08 1.25  0.181
H -1.72 3.83 3.33  0.514
H -2.73 2.38 5.11  0.425
H -2.61 -0.10 4.81  0.497
H -1.53 -1.00 2.78  0.221
C -3.09 2.33 -0.70  -1.892
N -2.32 1.12 -0.89  0.814
C -2.88 0.24 -1.64  -0.396
C -2.29 -1.04 -1.89  -0.167
C -2.81 -2.10 -2.63  -1.170
C -1.91 -3.16 -2.47  -1.428
C -0.90 -2.68 -1.64  -0.895
N -1.12 -1.40 -1.28  1.697
C -3.01 3.38 -1.79  1.099
C -3.55 4.64 -1.53  -0.711
C -3.53 5.63 -2.50  -0.566
C -2.97 5.38 -3.75  -0.492
C -2.45 4.13 -4.01  -0.720
C -2.47 3.13 -3.05  -0.066
H -2.77 2.80 0.23  0.026
H -4.16 2.08 -0.56  0.781
H -3.86 0.42 -2.10  0.369
H -3.73 -2.09 -3.21  0.527
H -1.99 -4.15 -2.89  0.500
H -0.05 -3.22 -1.25  0.774
H -3.99 4.85 -0.56  0.389
H -3.94 6.61 -2.28  0.378
H -2.96 6.16 -4.50  0.383
H -2.01 3.91 -4.98  0.393
H -2.05 2.16 -3.27  0.434
C 3.73 1.19 1.79  -1.770
C 3.24 0.43 0.56  1.692
C 3.80 1.12 -0.69  -1.526
C 3.79 -1.02 0.65  -1.210
O 1.84 0.43 0.57  0.253
H 4.81 1.06 1.92  0.389
H 3.22 0.83 2.69  0.275
H 3.52 2.26 1.69  0.332
H 4.89 1.16 -0.65  0.479
H 3.42 2.14 -0.73  0.120
H 3.49 0.59 -1.59  0.205
H 4.84 -1.04 0.35  0.575
H 3.22 -1.66 -0.01  0.047
H 3.71 -1.39 1.67  0.099
C 2.05 -2.13 3.91  -0.588
C 1.84 -3.34 3.00  -1.041
N 0.44 -3.61 2.68  0.298
C -0.25 -4.65 3.43  -0.834
C -0.84 -4.15 4.75  -0.942
C -0.21 -2.80 1.79  0.605
C -1.66 -3.10 1.50  -1.835
N 0.34 -1.81 1.19  0.913
H 3.11 -1.98 4.08  0.366
H 1.55 -2.27 4.87  0.348
H 1.65 -1.22 3.45  -0.070
H 2.25 -4.23 3.47  0.416
H 2.39 -3.20 2.07  0.461
H 0.47 -5.44 3.65  0.410
H -1.03 -5.09 2.82  0.434
H -0.06 -3.86 5.45  0.299
H -1.44 -4.94 5.22  0.409
H -1.48 -3.28 4.59  0.135
H -1.73 -4.04 0.94  0.472
H -2.05 -2.30 0.88  0.172
H -2.26 -3.20 2.41  0.553
H 1.32 -1.66 1.42  -0.740
C 2.08 -4.02 -3.55  -0.923
N 1.73 -2.63 -3.82  0.047
C 0.94 -2.36 -5.01  -0.885
C 1.66 -1.80 -2.81  -0.040
N 1.57 -1.06 -1.93  0.221
H 2.63 -4.42 -4.41  0.349
H 1.19 -4.63 -3.38  0.282
H 2.72 -4.07 -2.68  0.315
H 1.42 -2.81 -5.88  0.351
H 0.87 -1.28 -5.16  0.293
H -0.07 -2.76 -4.91  0.283

Entry 6:
This record from OMol25 describes the molecule CH7ISi2 at a distorted geometry. The level of theory is ωB97M-V/def2-TZVPD.

Its calculated total energy is -25005.3947 eV. Its LUMO energy is 0.17 eV. The energy above the lowest of the compared OMol25 structures with the same formula, charge and spin is 16.8 kcal/mol. The SMILES is [SiH3]C[SiH2]I. For the HOMO energy, the calculation gives -9.57 eV.

Each line ends with the Mulliken charge.
Element x y z (Å)
Si -1.14 -1.17 -0.31  0.328
C -0.25 0.02 0.87  -0.885
Si 1.17 1.37 -0.30  0.312
I 3.30 0.07 -0.18  -0.045
H -1.28 -2.64 0.36  -0.074
H -2.58 -0.70 -0.74  -0.079
H -0.32 -1.11 -1.55  -0.123
H -1.06 0.59 1.28  0.341
H 0.27 -0.62 1.65  0.315
H 1.20 2.54 0.66  -0.061
H 0.70 1.64 -1.74  -0.030